# 1
Density functional theory data (ωB97M-V/def2-TZVPD) for an isolated molecule of C16H29N3O2S.

Calculated values
Max |F| = 0.019 hartree/bohr
Electronic energy = -1339.9873 hartree
Orbital gap = 8.561 eV
SMILES string = C=CCn1c([C@H](CCCC)C[C@H](O)COCCC)n[nH]c1=S
Relative energy (zero: lowest compared OMol25 entry of this formula, charge and spin) = 0.6 kcal/mol

ORCA input file:
```
! RIJCOSX wB97M-V def2-TZVPD def2/J DEFGRID3
* xyz 0 1
S 1.959 -4.708 -3.604
O 1.991 0.955 -0.044
O 0.199 3.065 -0.004
N -0.120 -1.596 -2.738
N 1.149 -3.021 -1.646
N 0.381 -2.520 -3.595
C 3.596 -1.819 -0.744
C -1.212 -1.591 1.888
C 1.897 -3.666 -0.604
C 0.611 2.525 -1.240
C 0.046 -1.201 -0.298
C -3.707 -2.013 2.187
C -0.546 4.909 1.314
C -2.293 -2.394 2.612
C -1.122 -1.924 0.400
C -0.920 6.385 1.312
C 1.174 -3.420 -2.962
C 3.115 -2.901 -0.165
C -0.127 4.435 -0.073
C 0.967 1.052 -1.002
C 0.355 -1.906 -1.573
C -0.282 0.268 -0.575
H 1.245 -3.849 0.256
H -1.027 0.326 -1.367
H -2.135 -3.460 2.432
H 0.161 -2.499 -4.576
H -1.212 6.702 2.310
H 3.130 -1.365 -1.602
H -0.246 -1.802 2.354
H 4.479 -1.328 -0.377
H 0.743 5.010 -0.426
H -0.996 -3.005 0.293
H -3.870 -0.946 2.322
H -1.751 6.569 0.635
H -1.394 4.307 1.644
H 1.495 3.066 -1.610
H 1.721 1.508 0.701
H -2.047 -1.650 -0.108
H -3.883 -2.261 1.144
H 0.935 -1.247 0.340
H 1.372 0.628 -1.927
H -2.190 -2.222 3.686
H -0.076 6.993 0.991
H 0.279 4.732 2.006
H 3.607 -3.338 0.693
H -0.189 2.609 -1.988
H 2.212 -4.636 -1.011
H -1.415 -0.527 2.018
H -0.947 4.588 -0.792
H -4.437 -2.549 2.789
H -0.679 0.733 0.327
*
```

***

# 2
Density functional theory data (ωB97M-V/def2-TZVPD) for an isolated molecule of C4H5N3S.

Calculated values
Max |F| = 0.041 hartree/bohr
Electronic energy = -717.8236 hartree
Orbital gap = 8.577 eV
SMILES string = S=c1[nH]nc2n1CC2
Relative energy (zero: lowest compared OMol25 entry of this formula, charge and spin) = 43.9 kcal/mol

ORCA input file:
```
! RIJCOSX wB97M-V def2-TZVPD def2/J DEFGRID3
* xyz 0 1
S -3.149 -0.432 -0.001
N -1.317 1.580 -0.014
N -0.014 1.922 -0.033
N -0.383 -0.274 -0.018
C 1.684 -0.255 0.028
C -1.637 0.254 -0.009
C 0.563 -1.363 -0.026
C 0.522 0.725 -0.010
H 2.310 -0.250 -0.848
H -2.034 2.256 0.089
H 2.294 -0.218 0.947
H 0.549 -1.995 0.847
H 0.613 -1.949 -0.952
*
```

***

# 3
Density functional theory data (ωB97M-V/def2-TZVPD) for a 16-piece molecular cluster, C19H70N12O16 overall.

Calculated values
Max |F| = 0.208 hartree/bohr
Electronic energy = -2626.6572 hartree
Orbital gap = 8.375 eV
Relative energy (zero: lowest compared OMol25 entry of this formula, charge and spin) = 18.4 kcal/mol

ORCA input file:
```
! RIJCOSX wB97M-V def2-TZVPD def2/J DEFGRID3
* xyz 0 1
O 1.755 0.590 4.060
O 0.886 1.251 -3.751
O -1.246 0.105 0.361
O -3.661 -0.818 -3.358
O 4.629 -0.879 -4.130
O 4.786 0.463 0.366
O 2.723 -2.536 -3.024
O -2.473 4.011 2.381
O -3.426 -2.247 0.687
O -3.340 -0.710 3.117
O 3.790 -2.309 0.900
O -1.283 3.300 -1.788
O -0.271 4.750 0.844
O -3.755 0.451 -0.415
O 0.805 -3.011 4.650
O -0.456 -3.005 0.023
N 4.120 -3.902 -0.889
N -0.957 -0.983 2.721
N -1.942 -2.403 4.066
N -1.378 -0.193 -3.565
N 1.639 -1.833 2.822
N -1.962 5.525 -1.345
N 0.784 -3.842 2.399
N 1.324 2.868 4.303
N -2.740 1.384 -3.172
N -2.510 4.797 -3.312
N 2.586 -4.334 0.593
N -0.189 1.681 3.297
C 4.272 0.699 1.662
C 1.553 2.372 -3.024
C 1.065 0.147 0.167
C -2.625 0.131 -3.339
C -2.076 -1.379 3.279
C 1.004 1.718 3.808
C -1.821 4.534 -2.208
C -2.798 2.856 1.700
C -4.698 0.567 0.650
C -0.214 0.208 -0.554
C -0.123 -4.135 -0.710
C -4.296 -2.698 -0.359
C -3.483 -3.594 -1.197
C 4.118 2.209 1.758
C 0.520 3.563 0.705
C 1.146 -2.979 3.285
C 1.475 -1.819 -2.960
C 4.601 0.149 -3.227
C 3.511 -3.501 0.227
H -1.100 -0.593 1.770
H -0.134 -4.966 -0.011
H 0.592 3.624 4.409
H 4.919 0.218 2.359
H -0.292 -0.503 -1.404
H 1.237 3.621 -0.144
H 1.995 0.472 -0.277
H 3.831 2.522 2.699
H 2.613 -5.271 0.200
H 2.087 1.970 -2.136
H 1.122 -1.490 -3.934
H -2.904 5.696 -3.658
H -5.313 -0.270 0.768
H -2.065 0.391 -0.008
H 2.018 -4.237 1.517
H -2.331 2.848 0.709
H 4.896 -3.294 -1.275
H 0.706 -2.494 -2.552
H 3.895 -0.009 -2.439
H 1.740 -0.980 3.390
H -4.204 0.595 -1.197
H 1.505 -1.032 -2.208
H 0.009 -1.357 2.778
H -2.550 4.090 -4.012
H -2.646 1.966 2.204
H 2.192 2.846 -3.739
H 0.353 -3.437 1.513
H -2.747 -3.016 -1.743
H 1.490 0.831 -4.367
H -0.163 1.135 -1.067
H -1.345 -1.265 -3.644
H 3.771 -1.341 -4.048
H 0.795 3.095 -2.794
H -0.936 -4.307 -1.402
H -0.567 0.359 -3.425
H -3.378 -1.304 0.510
H -1.115 -2.781 4.404
H -3.832 2.878 1.428
H -1.952 1.986 -2.955
H 4.235 1.032 -3.763
H -4.080 -4.163 -1.928
H 3.630 -4.684 -1.325
H -3.643 1.881 -3.054
H -0.577 0.715 3.173
H 2.172 2.899 4.815
H 1.048 0.500 1.149
H 1.278 -0.918 0.286
H -2.803 -2.572 4.569
H 4.850 -0.518 0.280
H -1.037 4.566 1.337
H -3.150 4.175 3.041
H -1.265 5.462 -0.550
H -3.144 -4.424 -0.541
H 5.046 2.767 1.568
H -1.370 -3.077 0.250
H -2.283 6.413 -1.680
H -4.607 -1.895 -0.944
H 3.293 2.561 1.099
H -0.024 2.627 0.707
H 1.110 3.612 1.645
H -5.342 1.458 0.464
H 0.767 -4.177 -1.320
H 3.281 0.256 1.723
H 0.335 -4.678 2.751
H -0.767 2.450 3.014
H 2.222 -1.901 1.959
H -4.196 0.696 1.563
H -5.186 -3.242 -0.057
H 3.082 -2.641 -2.134
H 5.610 0.399 -2.877
*
```

***

# 4
Density functional theory data (ωB97M-V/def2-TZVPD) for a 2-piece molecular cluster, C2H2ClNS overall.

Calculated values
Max |F| = 0.033 hartree/bohr
Electronic energy = -990.2760 hartree
Orbital gap (spin up / spin down) = 7.517 / 8.707 eV
Relative energy (zero: lowest compared OMol25 entry of this formula, charge and spin) = 139.9 kcal/mol

ORCA input file:
```
! RIJCOSX wB97M-V def2-TZVPD def2/J DEFGRID3
* xyz 0 1
Cl -1.243 -0.755 -1.825
S -0.174 -1.409 1.163
N 0.782 0.017 1.372
C -0.447 -0.560 -0.363
C 0.233 0.459 0.157
H 0.390 1.558 -2.596
H 0.458 0.690 2.092
*
```

***

# 5
Density functional theory data (ωB97M-V/def2-TZVPD) for a 8-piece molecular cluster, C48H40N8O16 overall.

Calculated values
Max |F| = 0.097 hartree/bohr
Electronic energy = -3494.0299 hartree
Orbital gap = 8.684 eV
SMILES string = O=[N+]([O-])c1ccccc1.O=[N+]([O-])c1ccccc1.O=[N+]([O-])c1ccccc1.O=[N+]([O-])c1ccccc1.O=[N+]([O-])c1ccccc1.O=[N+]([O-])c1ccccc1.O=[N+]([O-])c1ccccc1.O=[N+]([O-])c1ccccc1
Relative energy (zero: lowest compared OMol25 entry of this formula, charge and spin) = 155.8 kcal/mol

ORCA input file:
```
! RIJCOSX wB97M-V def2-TZVPD def2/J DEFGRID3
* xyz 0 1
O -24.507 -24.822 -16.876
O -34.049 -34.633 -19.642
O -25.124 -36.031 -34.190
O -30.991 -32.272 -30.548
O -27.973 -32.069 -16.021
O -27.692 -25.457 -20.782
O -26.099 -25.323 -22.121
O -28.675 -33.475 -17.430
O -24.482 -31.045 -20.630
O -23.262 -23.899 -15.333
O -35.413 -34.728 -21.367
O -24.919 -34.460 -32.814
O -30.720 -33.933 -29.170
O -38.194 -30.244 -22.322
O -36.532 -30.671 -20.968
O -23.000 -32.302 -21.664
N -24.095 -31.740 -21.586
N -23.404 -24.622 -16.390
N -28.753 -32.403 -16.836
N -25.199 -35.610 -33.082
N -30.898 -33.485 -30.298
N -36.998 -30.543 -22.073
N -34.335 -34.846 -20.851
N -26.911 -24.792 -21.400
C -21.368 -27.355 -17.827
C -34.526 -31.119 -25.485
C -20.027 -26.998 -17.429
C -31.545 -36.435 -33.362
C -25.115 -32.001 -22.597
C -27.231 -31.506 -23.771
C -32.008 -29.701 -17.825
C -35.995 -31.192 -25.611
C -26.985 -32.407 -24.732
C -31.978 -35.375 -21.200
C -22.412 -26.594 -17.403
C -27.969 -22.580 -20.681
C -26.812 -38.351 -30.246
C -30.932 -35.552 -23.415
C -36.790 -31.137 -24.510
C -19.826 -25.912 -16.600
C -34.716 -30.758 -23.115
C -30.850 -34.288 -32.752
C -26.435 -21.184 -22.476
C -27.026 -38.597 -31.562
C -31.149 -34.509 -31.401
C -31.883 -36.711 -32.065
C -22.182 -25.471 -16.703
C -29.557 -30.222 -17.609
C -30.818 -35.282 -33.720
C -29.885 -31.458 -17.257
C -27.086 -23.344 -21.509
C -33.202 -35.168 -21.775
C -26.437 -37.713 -32.445
C -32.273 -30.958 -17.330
C -20.887 -25.162 -16.207
C -28.169 -21.200 -20.773
C -26.286 -22.568 -22.436
C -30.833 -35.493 -21.979
C -26.378 -31.309 -22.707
C -27.283 -20.555 -21.683
C -33.876 -30.921 -24.203
C -31.243 -31.833 -17.011
C -36.146 -30.818 -23.242
C -24.910 -32.918 -23.643
C -32.238 -35.372 -23.872
C -25.839 -33.198 -24.614
C -33.366 -35.094 -23.147
C -25.777 -36.530 -32.032
C -26.118 -37.244 -29.784
C -31.629 -35.827 -31.043
C -30.620 -29.329 -17.858
C -25.526 -36.307 -30.680
H -28.093 -30.865 -23.652
H -18.856 -25.688 -16.182
H -26.650 -37.986 -33.468
H -27.122 -19.519 -21.422
H -26.550 -30.578 -21.931
H -32.781 -29.076 -18.246
H -24.841 -35.579 -30.270
H -20.714 -24.224 -15.700
H -27.757 -39.346 -31.831
H -27.150 -39.063 -29.507
H -31.847 -36.008 -30.001
H -28.604 -23.117 -19.992
H -37.861 -31.277 -24.499
H -30.063 -35.522 -24.056
H -30.470 -33.348 -33.123
H -32.260 -35.385 -24.951
H -27.463 -32.391 -25.700
H -33.935 -31.332 -26.363
H -31.701 -35.372 -20.156
H -34.252 -34.671 -23.599
H -34.306 -30.399 -22.183
H -32.508 -37.586 -31.961
H -23.430 -26.886 -17.612
H -31.559 -32.750 -16.536
H -25.700 -33.885 -25.436
H -28.536 -30.108 -17.939
H -25.809 -20.658 -23.181
H -21.619 -28.256 -18.366
H -25.444 -22.998 -22.958
H -30.361 -28.322 -18.149
H -28.894 -20.693 -20.153
H -31.712 -37.119 -34.182
H -32.804 -30.802 -24.161
H -33.280 -31.349 -17.336
H -36.283 -31.346 -26.640
H -23.882 -33.208 -23.804
H -30.661 -35.098 -34.773
H -19.159 -27.558 -17.744
H -25.752 -37.360 -28.775
H -29.868 -35.455 -21.495
*
```

***

# 6
Density functional theory data (ωB97M-V/def2-TZVPD) for C29H46InNO3P2 as an isolated structure.

Calculated values
Max |F| = 0.036 hartree/bohr
Electronic energy = -2285.9075 hartree
Orbital gap = 7.397 eV

ORCA input file:
```
! RIJCOSX wB97M-V def2-TZVPD def2/J DEFGRID3
* xyz 0 1
In 0.112 0.631 0.487
P -2.057 1.556 -0.647
P 2.469 1.318 1.203
O -0.273 -1.243 -0.269
O -0.411 4.759 0.372
O 2.133 4.973 0.778
N 0.912 1.928 -1.396
C 0.073 2.288 -2.378
C -2.210 -3.885 1.991
C -1.410 -4.625 -0.894
C -3.269 0.231 -0.918
C -1.385 1.852 -2.331
C 2.752 2.155 2.788
C 3.510 -0.180 1.214
C -0.320 -2.451 -0.754
C 3.097 -2.495 -2.014
C -1.451 -1.193 4.860
C -2.327 -2.961 0.784
C -0.494 -5.015 -1.875
C 1.489 -1.545 -3.724
C -0.426 -0.075 2.539
C 0.531 3.041 -3.462
C -3.030 3.052 -0.306
C -1.868 0.076 4.464
C 2.660 3.256 -2.399
C 1.849 3.491 -3.493
C 0.508 -4.145 -2.309
C 0.071 -1.292 2.968
C 0.611 -2.868 -1.760
C -1.334 0.654 3.296
C 2.898 2.480 -0.062
C 2.159 2.502 -1.307
C 1.708 -1.908 -2.256
C -1.336 -3.365 -0.308
C -0.458 -1.864 4.137
C -3.767 -3.002 0.273
H -0.868 5.505 0.817
H -2.357 3.917 -0.322
H 4.557 0.100 1.410
H -0.093 -2.840 4.464
H -4.442 -2.630 1.052
H -0.181 3.259 -4.262
H -3.832 3.170 -1.049
H 2.263 -0.853 -4.071
H 3.951 2.808 -0.111
H -1.884 -1.665 5.742
H 3.834 2.154 3.000
H -2.067 -1.935 1.086
H 2.211 4.057 -4.353
H 3.160 -0.848 2.016
H -1.612 1.660 2.986
H -0.572 -6.006 -2.308
H -0.262 3.819 2.495
H 1.223 -4.456 -3.087
H -2.003 2.641 -2.795
H 3.228 -3.421 -2.586
H 3.227 -2.725 -0.949
H -2.203 -5.306 -0.561
H -4.035 -4.041 0.040
H 1.622 -0.979 -1.667
H -3.471 2.975 0.696
H 3.446 -0.712 0.252
H -1.170 -3.964 2.329
H -2.608 0.623 5.056
H 2.215 1.623 3.584
H 2.386 3.189 2.713
H 0.584 4.881 0.529
H 3.877 -1.784 -2.310
H 2.711 5.757 0.631
H -2.813 -0.595 -1.474
H -1.498 0.918 -2.913
H 0.513 -1.059 -3.843
H -2.802 -3.480 2.818
H 2.622 4.168 0.389
H -3.615 -0.141 0.052
H -0.415 3.369 1.877
H -4.127 0.612 -1.486
H 3.696 3.615 -2.360
H 0.869 -1.805 2.420
H -2.597 -4.881 1.733
H -3.890 -2.381 -0.623
H 1.507 -2.445 -4.352
*
```

***

# 7
Density functional theory data (ωB97M-V/def2-TZVPD) for C2H2BaFLiO2 as an isolated structure.

Calculated values
Max |F| = 0.093 hartree/bohr
Electronic energy = -360.0332 hartree
Orbital gap (spin up / spin down) = 8.367 / 8.542 eV
Relative energy (zero: lowest compared OMol25 entry of this formula, charge and spin) = 0.0 kcal/mol

ORCA input file:
```
! RIJCOSX wB97M-V def2-TZVPD def2/J DEFGRID3
* xyz 2 1
Ba -2.397 0.934 0.133
F -1.663 -0.940 0.594
O -0.036 1.314 0.089
O 0.446 -0.782 0.460
C 0.448 -0.198 -0.609
C 1.417 -0.530 -1.586
Li -0.359 -0.355 2.288
H 1.732 -1.581 -1.684
H 0.412 2.137 0.315
*
```

***

# 8
Density functional theory data (ωB97M-V/def2-TZVPD) for an isolated molecule of C18H39NO2.

Calculated values
Max |F| = 0.017 hartree/bohr
Electronic energy = -914.4917 hartree
Orbital gap = 10.263 eV
SMILES string = CCCCCCCCCCCCCCC[C@@H](O)[C@H](N)CO
Relative energy (zero: lowest compared OMol25 entry of this formula, charge and spin) = 4.2 kcal/mol

ORCA input file:
```
! RIJCOSX wB97M-V def2-TZVPD def2/J DEFGRID3
* xyz 0 1
O -1.279 -2.404 9.150
O -2.389 -2.388 6.601
N 0.307 -3.154 6.883
C -0.376 3.245 -8.676
C 0.962 0.087 -2.133
C -0.370 -0.244 4.269
C -0.831 2.958 -7.250
C -1.055 -1.511 4.775
C 2.334 1.393 -5.548
C -0.900 -0.120 0.401
C 2.012 1.350 -4.053
C -1.355 -1.474 6.278
C -0.357 -1.492 8.611
C 0.110 -1.111 -1.719
C 1.165 0.147 -3.645
C -1.242 -0.356 1.873
C 0.327 2.801 -6.264
C -0.090 -1.769 7.117
C -0.015 -0.316 2.783
C 1.122 1.514 -6.473
C -0.056 -1.240 -0.205
H -2.007 -1.638 4.256
H -0.372 0.831 0.309
H 0.549 -0.080 4.835
H 0.463 0.655 -6.333
H 0.604 -1.197 2.609
H -2.097 -3.256 6.296
H -1.745 -1.319 1.970
H -0.539 -2.197 0.013
H -2.055 -2.403 8.565
H -0.428 -2.381 4.573
H -0.083 2.807 -5.252
H -0.223 -3.747 7.520
H 2.881 0.483 -5.812
H 0.708 -1.105 6.774
H 0.189 0.200 -4.129
H -1.750 -0.490 6.553
H -1.942 0.419 2.195
H -1.439 2.051 -7.239
H 1.655 -0.770 -3.983
H -1.023 0.614 4.443
H 3.000 2.240 -5.733
H -1.236 3.416 -9.320
H 0.580 -2.022 -2.099
H 1.487 1.481 -7.502
H 0.998 3.659 -6.356
H -1.465 3.783 -6.914
H 0.190 2.411 -9.084
H 2.956 1.315 -3.503
H 1.502 2.269 -3.758
H 1.285 -3.283 7.116
H 1.935 0.024 -1.638
H -0.706 -0.456 8.736
H 0.579 0.565 2.528
H -0.875 -1.032 -2.185
H 0.566 -1.617 9.187
H -1.831 -0.039 -0.165
H 0.253 4.133 -8.703
H 0.931 -1.252 0.260
H 0.482 1.011 -1.805
*
```

***

Which value of electronic energy does entry 2 give? -717.8236 hartree

***

The highest electronic energy belongs to which entry? C2H2BaFLiO2